No. 1
Here is a structure of composition C61H124Br6Cl8NO8P2 in a non-equilibrium geometry from OMol25. Energies are from ωB97M-V/def2-TZVPD.

Atoms and positions in Å:
C1 -4.054 8.231 -2.838
C2 -2.715 7.960 -2.117
C3 -2.580 6.491 -1.774
C4 -1.304 6.107 -1.029
P1 -1.016 4.375 -0.563
C5 0.227 4.205 0.741
C6 0.459 5.402 1.676
C7 1.762 5.366 2.488
C8 2.328 6.741 2.771
C9 -2.621 3.785 0.048
C10 -3.271 4.697 1.080
C11 -4.578 4.174 1.668
C12 -5.670 4.054 0.627
C13 -0.461 3.337 -1.983
C14 0.277 4.161 -3.046
C15 0.925 3.405 -4.223
C16 0.047 2.494 -5.044
H1 -4.733 7.403 -2.608
H2 -3.983 8.293 -3.924
H3 -4.656 9.092 -2.544
H4 -2.744 8.630 -1.255
H5 -1.930 8.312 -2.788
H6 -2.686 5.903 -2.693
H7 -3.411 6.148 -1.156
H8 -1.190 6.777 -0.176
H9 -0.428 6.280 -1.669
H10 1.108 4.105 0.095
H11 0.049 3.287 1.308
H12 -0.305 5.426 2.463
H13 0.280 6.389 1.242
H14 2.493 4.754 1.944
H15 1.637 4.767 3.387
H16 3.331 6.823 3.186
H17 1.630 7.412 3.284
H18 2.391 7.376 1.873
H19 -2.655 2.730 0.322
H20 -3.337 3.746 -0.787
H21 -3.319 5.761 0.840
H22 -2.605 4.797 1.952
H23 -4.932 4.872 2.430
H24 -4.447 3.232 2.205
H25 -5.448 3.450 -0.255
H26 -5.885 5.039 0.190
H27 -6.626 3.747 1.052
H28 -1.370 2.823 -2.297
H29 0.163 2.612 -1.451
H30 1.140 4.716 -2.669
H31 -0.477 4.856 -3.431
H32 1.791 2.886 -3.807
H33 1.297 4.284 -4.758
H34 -0.776 3.002 -5.537
H35 -0.148 1.616 -4.426
H36 0.672 2.061 -5.832
C17 -1.822 -7.437 -0.037
C18 -1.890 -6.505 1.166
C19 -3.147 -5.652 1.063
C20 -3.580 -5.055 2.424
P2 -5.129 -4.127 2.470
C21 -6.393 -5.418 2.371
C22 -7.839 -4.934 2.207
C23 -8.970 -5.968 2.338
C24 -9.191 -6.958 1.191
C25 -5.412 -3.189 3.979
C26 -5.206 -3.883 5.306
C27 -5.792 -3.245 6.587
C28 -7.193 -2.619 6.422
C29 -5.390 -3.082 0.999
C30 -5.456 -3.718 -0.393
C31 -6.027 -2.741 -1.417
C32 -6.298 -3.312 -2.784
H37 -2.773 -7.948 -0.186
H38 -0.986 -8.131 -0.122
H39 -1.686 -6.818 -0.935
H40 -1.010 -5.866 1.219
H41 -1.965 -7.158 2.043
H42 -3.978 -6.071 0.497
H43 -2.753 -4.809 0.487
H44 -2.774 -4.400 2.772
H45 -3.642 -5.778 3.245
H46 -6.337 -6.047 3.265
H47 -6.116 -6.038 1.515
H48 -7.896 -4.535 1.188
H49 -8.096 -4.134 2.902
H50 -9.879 -5.427 2.603
H51 -8.792 -6.560 3.248
H52 -8.294 -7.354 0.716
H53 -9.644 -6.260 0.475
H54 -9.904 -7.757 1.367
H55 -6.484 -2.955 4.001
H56 -4.822 -2.265 3.983
H57 -4.117 -3.987 5.412
H58 -5.448 -4.955 5.341
H59 -5.069 -2.467 6.843
H60 -5.739 -3.984 7.384
H61 -7.917 -3.227 5.880
H62 -7.101 -1.623 5.993
H63 -7.570 -2.517 7.441
H64 -4.627 -2.292 1.000
H65 -6.314 -2.546 1.245
H66 -5.983 -4.681 -0.465
H67 -4.478 -4.130 -0.649
H68 -5.391 -1.859 -1.544
H69 -6.936 -2.414 -0.901
H70 -7.024 -4.115 -2.640
H71 -5.397 -3.682 -3.277
H72 -6.669 -2.522 -3.437
C33 1.649 -3.350 1.861
C34 0.984 -3.610 0.502
C35 1.521 -2.772 -0.633
C36 1.458 -1.282 -0.397
N1 2.326 -0.358 -1.207
C37 3.721 -0.362 -0.654
C38 4.380 0.884 -1.216
C39 3.258 1.883 -1.345
C40 1.921 1.116 -1.109
C41 2.475 -0.766 -2.644
H73 1.587 -2.332 2.230
H74 2.718 -3.606 1.879
H75 1.380 -4.074 2.636
H76 -0.083 -3.406 0.650
H77 0.950 -4.691 0.353
H78 0.911 -2.991 -1.515
H79 2.506 -3.144 -0.930
H80 1.563 -0.913 0.624
H81 0.432 -0.950 -0.589
H82 4.253 -1.307 -0.749
H83 3.573 -0.211 0.420
H84 4.879 0.597 -2.146
H85 5.246 1.189 -0.628
H86 3.117 2.231 -2.369
H87 3.322 2.722 -0.658
H88 1.089 1.243 -1.793
H89 1.527 1.211 -0.093
H90 3.155 -0.089 -3.152
H91 1.492 -0.761 -3.110
H92 2.945 -1.745 -2.585
O1 -0.675 0.928 0.677
C42 -1.855 0.174 0.847
C43 -1.827 -0.859 1.999
O2 -3.008 -1.350 2.527
H93 -2.041 -0.427 -0.067
H94 -2.707 0.865 0.932
H95 -1.203 -0.476 2.841
H96 -1.119 -1.674 1.711
O3 4.056 5.101 -1.139
C44 4.827 5.735 -0.468
O4 5.904 5.128 0.064
C45 6.756 6.099 0.662
C46 6.352 7.443 0.052
C47 4.848 7.223 -0.165
H97 7.819 5.883 0.592
H98 6.476 6.093 1.722
H99 6.723 7.640 -0.952
H100 6.466 8.249 0.773
H101 4.446 7.734 -1.036
H102 4.215 7.365 0.712
O5 4.731 -3.691 -1.067
C48 4.411 -4.858 -1.031
O6 3.707 -5.366 -2.044
C49 3.536 -6.795 -1.890
C50 4.438 -7.172 -0.702
C51 4.577 -5.854 0.073
H103 3.752 -7.337 -2.805
H104 2.482 -6.884 -1.617
H105 5.412 -7.417 -1.130
H106 4.095 -7.996 -0.083
H107 5.515 -5.635 0.580
H108 3.775 -5.730 0.804
O7 5.983 -0.957 -3.502
C52 6.956 -0.778 -2.829
O8 6.793 -0.455 -1.529
C53 8.061 -0.204 -0.883
C54 8.938 0.264 -2.078
C55 8.433 -0.574 -3.215
H109 8.388 -1.150 -0.453
H110 7.865 0.554 -0.130
H111 10.010 0.144 -1.908
H112 8.843 1.344 -2.194
H113 8.862 -1.578 -3.201
H114 8.504 -0.109 -4.194
C56 5.240 -4.977 4.946
Cl1 6.870 -5.321 4.228
Cl2 4.058 -5.017 3.674
H115 5.066 -5.804 5.626
H116 5.169 -4.023 5.454
C57 -2.297 -1.725 -2.183
Cl3 -2.052 -3.479 -2.171
Cl4 -2.451 -1.247 -3.897
H117 -3.206 -1.483 -1.646
H118 -1.433 -1.245 -1.739
C58 1.143 1.313 3.199
Cl5 1.591 2.518 4.421
Cl6 2.071 -0.168 3.435
H119 0.112 1.014 3.351
H120 1.317 1.784 2.240
C59 5.215 4.218 -5.005
Cl7 5.243 2.718 -4.070
Cl8 6.863 4.723 -5.498
H121 4.600 4.140 -5.894
H122 4.839 5.018 -4.376
C60 5.941 2.060 2.171
Br1 6.025 0.121 2.417
Br2 7.755 2.729 2.323
Br3 4.708 2.953 3.415
H123 5.495 2.266 1.208
C61 4.022 1.036 -7.290
Br4 3.421 0.198 -8.989
Br5 5.753 0.425 -6.718
Br6 2.714 0.961 -5.891
H124 4.130 2.059 -7.621

Atoms 1-3, force components in eV/Å:
-0.8567 -0.7765 -0.1803
-0.8759 1.1196 -0.4374
-0.1820 -0.9775 0.0306

The calculation puts the HOMO-LUMO gap at 5.32 eV. As for the total charge: +1. Its energy above the lowest of the compared OMol25 structures with the same formula, charge and spin is 0.0 kJ/mol. The calculation puts the total energy at -22863.2395 Ha.

=====

No. 2
Here is a structure of composition C2H15CdO7 in a non-equilibrium geometry from OMol25. Energies are from ωB97M-V/def2-TZVPD.

Atoms and positions in Å:
Cd1 -15.901 -8.088 -17.464
C1 -15.320 -15.728 -17.759
C2 -16.125 -14.450 -18.182
O1 -15.553 -13.317 -17.712
H1 -15.278 -15.876 -16.680
H2 -14.324 -15.515 -18.148
H3 -15.619 -16.580 -18.369
H4 -17.096 -14.590 -17.706
H5 -16.259 -14.608 -19.252
O2 -19.625 -8.091 -16.714
H6 -20.057 -8.214 -17.581
O3 -16.404 -7.272 -21.143
H7 -16.597 -7.001 -22.062
O4 -16.211 -3.548 -16.924
H8 -16.130 -2.711 -17.383
H9 -16.668 -3.332 -16.111
O5 -11.965 -7.219 -17.975
H10 -11.234 -7.455 -17.403
H11 -11.620 -6.518 -18.529
O6 -19.747 -4.407 -20.346
H12 -19.707 -4.314 -19.394
H13 -19.084 -5.067 -20.550
O7 -15.263 -7.537 -13.424
H14 -16.071 -7.159 -13.077
H15 -14.588 -7.279 -12.796

Atoms 1-3, force components in eV/Å:
-0.7634 0.0026 -0.3172
0.7026 0.7857 -0.7229
0.4669 -0.4265 1.2548

The calculation puts the HOMO-LUMO gap at 2.29 eV. As for the total charge: -1. Its energy above the lowest of the compared OMol25 structures with the same formula, charge and spin is 706.1 kJ/mol. The calculation puts the total energy at -779.2624 Ha.

=====

No. 3
Here is the molecule C3H5N3 in a non-equilibrium geometry from OMol25. Energies are from ωB97M-V/def2-TZVPD.

Atoms and positions in Å:
H1 -2.816 0.449 -0.029
N1 -2.115 -0.254 0.118
C1 -0.880 0.035 -0.087
C2 0.104 1.130 -0.096
C3 1.314 0.541 0.058
N2 1.206 -0.837 0.198
N3 -0.112 -1.121 -0.203
H2 -0.091 2.194 -0.079
H3 2.301 0.995 0.115
H4 1.898 -1.405 -0.280
H5 -0.717 -1.796 0.270

Atoms 1-3, force components in eV/Å:
0.1210 0.6971 0.2629
-0.1422 0.4241 -0.4748
-0.2024 -0.2125 -0.0519

The calculation puts the HOMO-LUMO gap at 9.00 eV. Its energy above the lowest of the compared OMol25 structures with the same formula, charge and spin is 182.2 kJ/mol. As for the SMILES: [H]/N=c1\cc[nH][nH]1. The calculation puts the total energy at -281.5207 Ha.

=====

No. 4
Here is the molecule C22H26N2O3S from OMol25. Energies are from ωB97M-V/def2-TZVPD.

Atoms and positions in Å:
C1 2.334 4.593 0.276
O1 3.505 3.949 -0.175
C2 3.905 2.846 0.599
C3 2.930 1.664 0.570
C4 2.607 1.250 -0.867
N1 1.562 0.253 -0.905
C5 0.263 0.584 -0.972
O2 -0.134 1.728 -1.079
C6 -0.669 -0.636 -0.920
C7 -0.646 -1.421 -2.241
S1 0.866 -2.387 -2.517
C8 0.828 -3.545 -1.085
C9 1.595 -3.015 0.087
C10 2.940 -2.688 -0.065
C11 3.661 -2.168 0.995
C12 3.043 -1.967 2.219
C13 1.707 -2.292 2.378
C14 0.983 -2.815 1.319
N2 -2.020 -0.288 -0.574
C15 -2.828 0.686 -1.276
C16 -4.113 0.648 -0.515
C17 -5.281 1.361 -0.695
C18 -6.336 1.123 0.174
C19 -6.228 0.193 1.200
C20 -5.058 -0.525 1.384
C21 -4.006 -0.285 0.516
C22 -2.663 -0.891 0.467
O3 -2.179 -1.760 1.169
H1 1.437 3.991 0.095
H2 2.401 4.829 1.344
H3 2.260 5.517 -0.294
H4 4.866 2.544 0.172
H5 4.064 3.154 1.645
H6 3.371 0.827 1.115
H7 1.999 1.939 1.070
H8 2.255 2.123 -1.421
H9 3.494 0.850 -1.360
H10 1.834 -0.709 -0.761
H11 -0.334 -1.290 -0.104
H12 -1.489 -2.116 -2.262
H13 -0.712 -0.750 -3.098
H14 -0.216 -3.736 -0.839
H15 1.284 -4.460 -1.465
H16 3.414 -2.841 -1.025
H17 4.704 -1.920 0.865
H18 3.604 -1.559 3.047
H19 1.220 -2.137 3.328
H20 -0.062 -3.055 1.454
H21 -2.963 0.401 -2.326
H22 -2.345 1.668 -1.247
H23 -5.373 2.087 -1.489
H24 -7.259 1.670 0.051
H25 -7.066 0.030 1.860
H26 -4.955 -1.251 2.176

Atoms 1-3, force components in eV/Å:
-0.0086 -0.0131 -0.0238
0.0268 0.0924 -0.1833
-0.0073 -0.3288 0.2198

The calculation puts the HOMO-LUMO gap at 9.37 eV. Its energy above the lowest of the compared OMol25 structures with the same formula, charge and spin is 43.1 kJ/mol. As for the SMILES: COCCCNC(=O)[C@H](CSCc1ccccc1)N1Cc2ccccc2C1=O. The calculation puts the total energy at -1587.3921 Ha.

=====

No. 5
Here is a structure of composition C17H20N3O3Zn from OMol25. Energies are from ωB97M-V/def2-TZVPD.

Atoms and positions in Å:
Zn1 0.537 0.137 -0.390
O1 -0.668 2.362 3.021
C1 -0.553 1.856 1.919
N1 0.557 1.375 1.297
C2 1.759 1.371 1.946
O2 2.021 1.580 3.114
C3 2.926 1.049 1.006
C4 4.201 0.885 1.525
C5 5.232 0.602 0.648
C6 4.963 0.501 -0.710
C7 3.660 0.680 -1.140
N2 2.668 0.952 -0.296
C8 -1.798 1.726 1.058
C9 -3.035 1.625 1.684
C10 -4.157 1.447 0.898
C11 -4.013 1.391 -0.482
C12 -2.742 1.524 -1.017
N3 -1.657 1.688 -0.264
H1 4.337 0.973 2.593
H2 6.239 0.454 1.018
H3 5.742 0.278 -1.426
H4 3.388 0.595 -2.185
H5 -3.078 1.679 2.762
H6 -5.134 1.342 1.353
H7 -4.862 1.240 -1.134
H8 -2.579 1.478 -2.088
O3 0.596 3.406 -1.418
H9 1.325 3.044 -0.900
H10 -0.154 2.870 -1.109
C13 -1.833 -2.179 -1.852
C14 -0.825 -2.471 -0.724
C15 -0.495 -3.973 -0.784
C16 -1.525 -2.193 0.611
C17 0.475 -1.684 -0.815
H11 -2.751 -2.776 -1.756
H12 -1.380 -2.395 -2.823
H13 -2.098 -1.119 -1.844
H14 -1.394 -4.597 -0.696
H15 0.195 -4.235 0.020
H16 -0.009 -4.212 -1.734
H17 -2.464 -2.751 0.706
H18 -1.762 -1.125 0.705
H19 -0.869 -2.458 1.442
H20 1.014 -1.942 -1.739

Atoms 1-3, force components in eV/Å:
0.1071 0.2161 0.4018
0.0315 -0.0508 -0.0512
-0.1505 0.0555 -0.0375

The calculation puts the HOMO-LUMO gap at 4.70 eV. As for the total charge: -1. The calculation puts the total energy at -2829.1414 Ha.

=====

No. 6
Here is a structure of composition C42H21Cl2F15GeN3O2STi from OMol25. Energies are from ωB97M-V/def2-TZVPD.

Atoms and positions in Å:
Ti1 0.220 0.793 -0.104
C1 3.243 3.816 0.709
O1 2.893 3.142 1.985
C2 1.992 2.269 1.711
N1 1.535 2.217 0.497
C3 2.226 3.240 -0.306
C4 2.771 2.621 -1.568
C5 2.405 1.340 -1.957
C6 2.768 0.782 -3.170
C7 3.558 1.537 -4.025
C8 3.959 2.814 -3.653
C9 3.564 3.358 -2.439
C10 1.564 1.203 2.629
C11 1.883 1.003 3.955
C12 1.549 -0.231 4.517
C13 1.028 -1.242 3.717
C14 0.763 -0.942 2.391
N2 0.943 0.275 1.896
C15 0.522 -1.875 1.279
N3 0.473 -1.421 0.067
C16 0.473 -2.625 -0.832
C17 0.552 -3.800 0.172
O2 0.510 -3.151 1.492
C18 1.622 -2.585 -1.808
C19 1.409 -2.884 -3.149
C20 2.484 -2.960 -4.027
C21 3.773 -2.737 -3.566
C22 3.991 -2.428 -2.228
C23 2.920 -2.353 -1.352
H1 4.275 3.548 0.497
H2 3.145 4.881 0.890
H3 1.489 3.998 -0.586
H4 1.882 0.652 -1.260
H5 2.468 -0.225 -3.429
H6 3.867 1.128 -4.977
H7 4.578 3.399 -4.320
H8 3.867 4.367 -2.182
H9 2.400 1.766 4.523
H10 1.764 -0.423 5.560
H11 0.868 -2.243 4.096
H12 -0.471 -2.668 -1.368
H13 1.492 -4.341 0.123
H14 -0.288 -4.485 0.126
H15 0.407 -3.091 -3.509
H16 2.314 -3.213 -5.065
H17 4.611 -2.818 -4.246
H18 4.998 -2.264 -1.866
H19 3.107 -2.142 -0.304
Cl1 -2.333 -0.177 0.060
C24 -2.489 -0.203 -1.728
Cl2 -0.880 -0.367 -2.473
H20 -2.915 0.746 -2.033
H21 -3.093 -1.061 -2.001
F1 -5.085 3.294 -0.065
C25 -4.769 3.751 -1.280
C26 -3.464 4.139 -1.559
C27 -3.184 4.546 -2.858
F2 -1.923 4.899 -3.155
C28 -4.148 4.609 -3.841
F3 -3.848 5.010 -5.062
C29 -5.450 4.234 -3.523
F4 -6.384 4.279 -4.442
C30 -5.763 3.796 -2.241
F5 -6.993 3.416 -1.952
Ge1 -2.035 4.168 -0.279
S1 -0.772 2.458 -1.253
C31 -2.518 3.659 1.531
C32 -3.413 4.474 2.208
F6 -3.921 5.525 1.567
C33 -3.775 4.255 3.528
F7 -4.631 5.048 4.131
C34 -3.210 3.187 4.217
F8 -3.528 2.958 5.470
C35 -2.291 2.366 3.576
F9 -1.713 1.345 4.211
C36 -1.977 2.633 2.264
F10 -1.030 1.796 1.700
C37 -0.988 5.785 -0.155
C38 -1.294 6.964 -0.824
F11 -2.315 7.005 -1.673
C39 -0.571 8.132 -0.625
F12 -0.889 9.230 -1.277
C40 0.494 8.134 0.266
F13 1.198 9.223 0.456
C41 0.821 6.970 0.955
F14 1.850 6.945 1.797
C42 0.071 5.838 0.737
F15 0.407 4.712 1.420

Atoms 1-3, force components in eV/Å:
-0.5502 0.7850 -0.1657
-0.0100 -0.0127 0.0379
-0.0310 0.0418 -0.0134

The calculation puts the HOMO-LUMO gap (spin up / spin down) at 5.23 / 5.23 eV. As for the total charge: +3. Its energy above the lowest of the compared OMol25 structures with the same formula, charge and spin is 118.5 kJ/mol. The calculation puts the total energy at -7669.8447 Ha.